(1)
DFT (ωB97M-V/def2-TZVPD) results for a 7-piece molecular cluster, C46H78INO11 overall in a non-equilibrium geometry.

Calculated values
- SMILES = CCOCCOCCOCc1cc(C[C@@H](C)I)cc2c1C(=O)C=C(CCN)C2=O.C1CCOC1.C1CCOC1.C1CCOC1.C1CCOC1.C1CCOC1.C1CCOC1
- LUMO level (eV) = -0.86
- frontier orbital gap (Ha) = 0.2942

Element x y z (Å)
C -2.338 6.833 1.440
C -1.633 6.248 0.096
O -2.664 6.142 -0.932
C -2.429 4.933 -1.730
C -1.172 5.135 -2.748
O -0.005 4.366 -2.380
C 1.185 5.177 -2.248
C 2.504 4.455 -2.877
O 3.666 5.139 -2.353
C 4.698 4.185 -1.937
C 4.195 3.514 -0.577
C 4.032 4.462 0.671
C 3.513 3.894 2.038
C 3.318 4.893 3.300
C 1.767 5.403 3.288
C 1.423 5.787 4.825
I 1.540 7.090 1.921
C 3.135 2.372 2.203
C 3.307 1.493 0.949
C 3.832 2.020 -0.443
C 3.927 0.978 -1.675
O 4.863 0.990 -2.515
C 2.734 -0.112 -1.702
C 2.266 -0.591 -0.433
C 1.031 -1.644 -0.424
C 0.019 -1.082 0.725
N -1.414 -1.415 0.462
C 2.911 -0.073 0.958
O 3.122 -0.825 1.942
H -3.366 6.338 1.572
H -1.697 6.629 2.363
H -2.526 7.958 1.308
H -1.232 5.203 0.358
H -0.774 6.929 -0.268
H -3.374 4.842 -2.393
H -2.337 3.995 -1.087
H -1.011 6.263 -2.814
H -1.555 4.757 -3.769
H 1.133 6.203 -2.745
H 1.337 5.376 -1.116
H 2.504 3.324 -2.731
H 2.419 4.641 -4.018
H 4.800 3.445 -2.813
H 5.722 4.666 -1.796
H 4.265 5.586 0.592
H 3.498 4.273 4.257
H 4.053 5.763 3.196
H 1.080 4.542 2.944
H 2.075 6.690 5.087
H 1.771 4.909 5.471
H 0.302 6.019 4.942
H 2.735 1.954 3.197
H 2.312 -0.455 -2.700
H 1.363 -2.719 -0.243
H 0.472 -1.512 -1.426
H 0.094 0.075 0.695
H 0.406 -1.389 1.756
H -1.974 -0.561 0.666
H -1.736 -2.083 1.188
C 2.750 -7.358 -0.824
C 1.330 -7.493 -1.327
C 0.830 -6.064 -1.246
O 1.967 -5.214 -1.457
C 3.158 -6.010 -1.386
H 3.408 -8.168 -1.142
H 2.754 -7.323 0.271
H 1.337 -7.828 -2.370
H 0.722 -8.190 -0.748
H 0.424 -5.841 -0.255
H 0.064 -5.846 -1.994
H 3.557 -6.108 -2.402
H 3.902 -5.504 -0.767
C -2.277 -8.244 3.012
C -2.081 -6.966 3.797
C -1.062 -6.228 2.951
O -1.286 -6.626 1.592
C -2.175 -7.753 1.582
H -3.221 -8.749 3.222
H -1.460 -8.940 3.227
H -3.020 -6.403 3.829
H -1.746 -7.128 4.823
H -0.040 -6.513 3.220
H -1.155 -5.142 3.035
H -3.146 -7.409 1.211
H -1.794 -8.517 0.902
C 2.804 11.618 2.125
C 1.573 12.419 1.774
C 0.503 11.728 2.595
O 1.147 11.211 3.769
C 2.568 11.298 3.587
H 3.740 12.153 1.952
H 2.825 10.693 1.539
H 1.694 13.453 2.113
H 1.347 12.433 0.706
H 0.070 10.881 2.052
H -0.304 12.405 2.886
H 2.939 12.101 4.234
H 3.037 10.360 3.892
C -0.206 9.731 -3.665
C -1.553 10.360 -3.390
C -1.646 10.260 -1.880
O -0.304 10.335 -1.376
C 0.608 10.196 -2.474
H 0.230 10.026 -4.621
H -0.297 8.639 -3.652
H -1.541 11.411 -3.695
H -2.382 9.866 -3.901
H -2.067 9.297 -1.570
H -2.247 11.060 -1.443
H 1.059 11.177 -2.661
H 1.401 9.494 -2.207
C -4.357 -9.982 -2.397
C -5.705 -9.358 -2.116
C -5.794 -9.464 -0.607
O -4.453 -9.388 -0.104
C -3.542 -9.520 -1.206
H -3.923 -9.681 -3.352
H -4.444 -11.073 -2.389
H -5.696 -8.305 -2.416
H -6.534 -9.851 -2.628
H -6.213 -10.429 -0.300
H -6.397 -8.667 -0.165
H -3.094 -8.536 -1.389
H -2.747 -10.221 -0.944
C -1.261 -14.516 -0.155
C -2.679 -14.650 -0.662
C -3.180 -13.221 -0.578
O -2.044 -12.370 -0.785
C -0.853 -13.167 -0.713
H -0.602 -15.326 -0.474
H -1.259 -14.484 0.939
H -2.671 -14.982 -1.705
H -3.288 -15.349 -0.085
H -3.588 -13.000 0.414
H -3.945 -13.001 -1.327
H -0.452 -13.262 -1.728
H -0.110 -12.663 -0.091

(2)
DFT (ωB97M-V/def2-TZVPD) results for C14H12CoF6I2N2O2Sb as an isolated structure.

Calculated values
- LUMO level (spin up / spin down) (eV) = -2.53 / -2.63
- frontier orbital gap (spin up / spin down) (Ha) = 0.2438 / 0.2447
- multiplicity = 3

Element x y z (Å)
Co 0.686 1.175 0.453
C -1.506 -0.082 4.160
C -1.749 -0.903 2.929
N -2.719 -1.786 2.901
C -2.955 -2.492 1.764
C -2.227 -2.355 0.621
C -2.566 -3.150 -0.611
O -2.686 -2.336 -1.781
C -1.179 -1.404 0.628
C -0.350 -1.234 -0.521
N 0.452 -0.247 -0.744
C 1.167 -0.242 -1.993
C 0.579 -0.721 -3.160
C 1.314 -0.783 -4.334
C 2.633 -0.350 -4.360
C 3.208 0.182 -3.214
C 2.464 0.240 -2.049
I 3.232 1.201 -0.369
C -0.933 -0.667 1.783
O 0.028 0.219 1.880
H -2.127 -0.453 4.971
H -1.750 0.965 3.965
H -0.454 -0.106 4.449
H -3.785 -3.191 1.804
H -3.480 -3.715 -0.425
H -1.783 -3.874 -0.836
H -3.452 -1.762 -1.678
H -0.380 -2.008 -1.276
H -0.463 -1.019 -3.151
H 0.842 -1.155 -5.235
H 3.212 -0.403 -5.274
H 4.220 0.568 -3.234
I -1.216 2.433 -0.622
F 1.061 2.532 1.772
Sb 1.979 4.314 1.806
F 0.296 5.095 1.722
F 1.862 4.169 3.654
F 2.929 5.913 1.799
F 3.557 3.271 1.863
F 2.038 4.159 -0.056

Copy entry 2 word for word.
DFT (ωB97M-V/def2-TZVPD) results for C14H12CoF6I2N2O2Sb as an isolated structure.

Calculated values
- LUMO level (spin up / spin down) (eV) = -2.53 / -2.63
- frontier orbital gap (spin up / spin down) (Ha) = 0.2438 / 0.2447
- multiplicity = 3

Element x y z (Å)
Co 0.686 1.175 0.453
C -1.506 -0.082 4.160
C -1.749 -0.903 2.929
N -2.719 -1.786 2.901
C -2.955 -2.492 1.764
C -2.227 -2.355 0.621
C -2.566 -3.150 -0.611
O -2.686 -2.336 -1.781
C -1.179 -1.404 0.628
C -0.350 -1.234 -0.521
N 0.452 -0.247 -0.744
C 1.167 -0.242 -1.993
C 0.579 -0.721 -3.160
C 1.314 -0.783 -4.334
C 2.633 -0.350 -4.360
C 3.208 0.182 -3.214
C 2.464 0.240 -2.049
I 3.232 1.201 -0.369
C -0.933 -0.667 1.783
O 0.028 0.219 1.880
H -2.127 -0.453 4.971
H -1.750 0.965 3.965
H -0.454 -0.106 4.449
H -3.785 -3.191 1.804
H -3.480 -3.715 -0.425
H -1.783 -3.874 -0.836
H -3.452 -1.762 -1.678
H -0.380 -2.008 -1.276
H -0.463 -1.019 -3.151
H 0.842 -1.155 -5.235
H 3.212 -0.403 -5.274
H 4.220 0.568 -3.234
I -1.216 2.433 -0.622
F 1.061 2.532 1.772
Sb 1.979 4.314 1.806
F 0.296 5.095 1.722
F 1.862 4.169 3.654
F 2.929 5.913 1.799
F 3.557 3.271 1.863
F 2.038 4.159 -0.056